32
Properties=species:S:1:pos:R:3 method="wB97M-V/def2-TZVPD" homo_energy_ev=-8.45 orbital_gap_ev=9.24 smiles=Brc1ccc(OCCN2CCOCC2)cc1 lumo_ha=0.029 e_above_lowest_kj_mol=110.0
Br -6.6483 0.9259 -0.1727
C -4.9398 0.0989 -0.0069
C -4.7837 -1.2291 -0.3718
C -3.5442 -1.8180 -0.2527
C -2.4481 -1.0945 0.2276
C -2.6265 0.2375 0.5910
C -3.8717 0.8310 0.4742
H -4.0045 1.8640 0.7574
H -1.8094 0.8298 0.9708
O -1.2868 -1.7923 0.3119
C -0.0965 -1.1449 0.7080
C 0.5074 -0.3071 -0.4274
N 1.9169 -0.0554 -0.2007
C 2.5988 0.3632 -1.4159
C 4.0931 0.5039 -1.1274
O 4.3323 1.4410 -0.1049
C 3.6616 1.0612 1.0716
C 2.1555 0.9305 0.8417
H 1.6829 0.5998 1.7672
H 1.7441 1.9172 0.5613
H 3.8727 1.8361 1.8103
H 4.0514 0.0961 1.4291
H 4.6230 0.8680 -2.0091
H 4.4948 -0.4779 -0.8354
H 2.4481 -0.3962 -2.1854
H 2.2093 1.3280 -1.7860
H -0.0635 0.6275 -0.5680
H 0.4143 -0.8957 -1.3441
H -0.2636 -0.5506 1.6130
H 0.5986 -1.9542 0.9448
H -3.3947 -2.8500 -0.5266
H -5.6239 -1.7939 -0.7450